(1)
C3H17BeO6 as an isolated structure in a non-equilibrium geometry. Source: the OMol25 dataset; level of theory: ωB97M-V with the def2-TZVPD basis set.

Each line ends with the Löwdin charge.
Atoms and positions in Å:
Be: 0.616 -1.237 0.108  0.10
C: -0.527 1.919 0.767  -0.05
C: -1.015 0.510 0.733  -0.56
C: -2.401 0.419 0.214  -0.03
O: -0.265 -0.033 -0.258  -0.26
H: -0.601 2.412 -0.194  0.10
H: 0.546 2.035 1.132  0.11
H: -1.210 2.479 1.436  0.11
H: -0.904 0.025 1.715  0.14
H: -3.081 1.064 0.758  0.09
H: -2.820 -0.572 0.168  0.08
H: -2.426 0.706 -0.868  0.11
O: 1.820 1.627 -0.984  -0.08
H: 0.917 1.628 -0.602  -0.02
H: 2.438 1.750 -0.228  0.05
O: 1.377 -1.912 -1.204  0.10
H: 1.847 -2.670 -0.829  0.12
H: 2.163 -1.421 -1.605  0.18
O: 1.870 -0.753 1.181  0.15
H: 2.749 -0.758 0.864  0.11
H: 1.917 -1.043 2.069  0.11
O: -0.798 0.382 -2.908  -0.03
H: -0.615 0.287 -1.982  -0.04
H: -0.536 1.269 -3.030  0.02
O: -0.180 -2.540 0.872  0.15
H: 0.180 -2.648 1.737  0.10
H: -1.056 -2.922 0.945  0.15

Summary:
highest occupied orbital energy = -12.9 eV
largest force on an atom = 4.95 eV Å⁻¹
total charge = +1
E_tot = -590.53679 Ha


(2)
C46H40AsInN8OS as an isolated structure. Source: the OMol25 dataset; level of theory: ωB97M-V with the def2-TZVPD basis set.

Each line ends with the Löwdin charge.
Atoms and positions in Å:
In: -1.980 0.031 -0.355  0.50
C: 9.968 -3.805 5.649  -0.06
O: 9.150 -4.542 4.748  -0.06
C: 8.010 -3.980 4.317  -0.27
C: 7.246 -4.751 3.434  0.02
C: 6.064 -4.264 2.935  -0.01
C: 5.605 -2.994 3.301  -0.16
C: 6.369 -2.235 4.179  -0.02
C: 7.565 -2.712 4.691  0.00
C: 4.345 -2.512 2.744  -0.23
N: 3.565 -3.189 1.923  0.20
C: 2.519 -2.358 1.663  -0.17
C: 2.647 -1.158 2.328  -0.12
N: 3.828 -1.271 3.021  0.19
C: 1.675 -0.118 2.254  -0.06
C: 1.708 1.101 2.957  0.04
C: 0.673 1.990 2.832  0.00
C: -0.401 1.672 1.992  -0.09
N: -0.437 0.544 1.304  0.03
C: 0.569 -0.351 1.422  -0.14
C: 0.435 -1.600 0.689  -0.12
N: -0.657 -1.755 -0.096  0.03
C: -0.874 -2.913 -0.697  -0.11
C: 0.014 -3.985 -0.586  0.00
C: 1.155 -3.831 0.164  0.06
C: 1.382 -2.616 0.830  -0.05
H: 10.821 -4.440 5.861  0.10
H: 9.432 -3.591 6.575  0.10
H: 10.310 -2.874 5.191  0.10
H: 7.612 -5.731 3.160  0.13
H: 5.472 -4.859 2.253  0.12
H: 6.048 -1.248 4.492  0.11
H: 8.135 -2.099 5.372  0.11
H: 4.250 -0.588 3.624  0.15
H: 2.542 1.329 3.608  0.13
H: 0.667 2.925 3.374  0.12
H: -1.241 2.344 1.877  0.11
H: -1.778 -2.989 -1.288  0.11
H: -0.203 -4.912 -1.096  0.12
H: 1.882 -4.626 0.269  0.14
S: -3.832 1.523 0.328  0.65
C: -3.123 3.159 0.357  -0.68
C: -3.696 4.069 1.247  -0.11
C: -3.209 5.361 1.347  -0.05
C: -2.129 5.767 0.572  -0.06
C: -1.547 4.869 -0.307  -0.08
C: -2.041 3.572 -0.429  -0.41
As: -1.195 2.321 -1.631  1.32
C: -2.144 2.535 -3.291  -0.38
C: -1.548 2.077 -4.464  -0.12
C: -2.225 2.192 -5.668  -0.07
C: -3.496 2.756 -5.699  -0.06
C: -4.085 3.211 -4.529  -0.06
C: -3.410 3.105 -3.319  -0.09
C: 0.558 3.032 -1.945  -0.38
C: 1.604 2.590 -1.139  -0.11
C: 2.874 3.124 -1.304  -0.07
C: 3.098 4.087 -2.277  -0.06
C: 2.057 4.518 -3.088  -0.05
C: 0.783 3.993 -2.925  -0.10
H: -4.526 3.752 1.864  0.11
H: -3.672 6.053 2.038  0.12
H: -1.745 6.774 0.648  0.11
H: -0.698 5.180 -0.904  0.10
H: -0.552 1.650 -4.447  0.11
H: -1.759 1.851 -6.583  0.11
H: -4.020 2.852 -6.640  0.11
H: -5.067 3.665 -4.557  0.11
H: -3.867 3.475 -2.410  0.10
H: 1.433 1.826 -0.386  0.08
H: 3.690 2.782 -0.681  0.11
H: 4.089 4.499 -2.410  0.11
H: 2.238 5.266 -3.849  0.12
H: -0.028 4.331 -3.559  0.11
C: -6.704 -1.411 1.739  0.00
N: -5.549 -2.304 1.595  -0.17
C: -5.723 -3.720 1.926  -0.01
C: -4.523 -1.913 0.900  -0.23
N: -3.601 -1.567 0.288  0.14
H: -7.052 -1.459 2.769  0.10
H: -7.507 -1.716 1.067  0.10
H: -6.402 -0.391 1.511  0.09
H: -6.056 -3.794 2.959  0.10
H: -4.774 -4.238 1.822  0.10
H: -6.463 -4.177 1.268  0.10
N: -4.701 -0.167 -2.442  0.16
C: -3.623 -0.635 -3.107  -0.36
C: -3.770 -1.107 -4.431  0.01
C: -2.681 -1.551 -5.122  -0.03
C: -1.417 -1.524 -4.509  -0.05
C: -1.352 -1.077 -3.223  -0.18
N: -2.424 -0.664 -2.502  0.00
H: -5.531 -0.012 -2.989  0.12
H: -4.585 0.445 -1.645  -0.02
H: -4.752 -1.089 -4.884  0.12
H: -2.791 -1.904 -6.139  0.12
H: -0.525 -1.846 -5.023  0.12
H: -0.401 -1.038 -2.702  0.11

Summary:
highest occupied orbital energy = -11.7 eV
largest force on an atom = 0.41 eV Å⁻¹
total charge = +2
E_tot = -5113.98082 Ha


(3)
C2H6AlO as an isolated structure in a non-equilibrium geometry. Source: the OMol25 dataset; level of theory: ωB97M-V with the def2-TZVPD basis set.

Each line ends with the Löwdin charge.
Atoms and positions in Å:
Al: 1.554 -1.273 1.812  1.95
C: -0.079 1.038 -0.287  0.08
C: -0.686 -0.364 -0.111  -0.03
O: 0.333 -1.180 0.503  -0.01
H: -0.247 1.758 0.514  0.15
H: -0.499 1.428 -1.215  0.18
H: 0.972 1.054 -0.575  0.13
H: -0.863 -0.810 -1.090  0.22
H: -1.551 -0.338 0.551  0.18
H: 1.066 -1.313 -0.103  0.14

Summary:
highest occupied orbital energy = -27.3 eV
largest force on an atom = 5.02 eV Å⁻¹
total charge = +3
E_tot = -395.81943 Ha